Density functional theory data (ωB97M-V with the def2-TZVPD basis set) for an isolated molecule of C5H7NO.

Structure (XYZ):
```
14
C5H7NO | the OMol25 dataset | ωB97M-V with the def2-TZVPD basis set
C 1.226 -2.311 -0.486
C 1.433 -1.043 -0.644
C 1.453 0.259 -0.532
C 0.188 0.803 0.030
O 0.048 2.157 0.014
N -0.731 0.006 0.364
C -2.021 0.500 0.766
H 0.470 -2.893 -1.004
H 1.954 -2.754 0.171
H 2.252 0.880 -0.930
H 0.833 2.548 -0.390
H -2.395 1.287 0.100
H -1.982 0.899 1.786
H -2.727 -0.338 0.755
```

Its spin multiplicity is 1. As for the total energy: -324.62260 Ha. For the HOMO-LUMO gap, the calculation gives 9.5 eV. As for the highest occupied orbital energy: -0.3229 hartree.

Mulliken atomic charge list, values in e, 2 entries: C -0.585; C 0.141

***

Density functional theory data (ωB97M-V with the def2-TZVPD basis set) for an isolated molecule of C5H7NO.

Structure (XYZ):
```
14
C5H7NO | the OMol25 dataset | ωB97M-V with the def2-TZVPD basis set
O -0.881 -1.716 1.843
C -0.443 -0.897 1.055
C -0.669 0.604 1.222
C -0.516 1.436 -0.040
C 0.311 0.958 -0.989
C 0.930 -0.391 -0.994
N 0.275 -1.273 -0.047
H 0.069 0.957 1.957
H -1.636 0.729 1.714
H -1.179 1.350 -0.945
H 0.448 1.576 -1.879
H 1.988 -0.239 -0.784
H 0.846 -0.832 -1.997
H 0.457 -2.263 -0.116
```

Its spin multiplicity is 1. As for the total energy: -324.62776 Ha. For the HOMO-LUMO gap, the calculation gives 9.3 eV. As for the highest occupied orbital energy: -0.3178 hartree.

Mulliken atomic charge list, values in e, 2 entries: O -0.647; C 0.336

***

Density functional theory data (ωB97M-V with the def2-TZVPD basis set) for an isolated molecule of C5H7NO.

Structure (XYZ):
```
14
C5H7NO | the OMol25 dataset | ωB97M-V with the def2-TZVPD basis set
C -1.638 -0.252 -0.314
C -1.407 0.672 -1.138
C 2.030 -0.241 -0.056
C 1.237 0.808 -0.291
C -0.789 -0.626 0.954
N 0.366 1.297 0.578
O -0.093 0.491 1.439
H -2.380 -1.052 -0.336
H -1.684 1.396 -1.912
H 2.809 -0.600 -0.808
H 2.026 -0.747 0.871
H 1.187 1.332 -1.262
H -1.393 -1.020 1.764
H -0.272 -1.457 0.511
```

Its spin multiplicity is 1. As for the total energy: -324.44611 Ha. For the HOMO-LUMO gap (alpha / beta), the calculation gives 8.3 / 7.6 eV. As for the highest occupied orbital energy (alpha / beta): -0.3001 / -0.2901 hartree.

Mulliken atomic charge list, values in e, 2 entries: C -0.350; C -0.320

***

Density functional theory data (ωB97M-V with the def2-TZVPD basis set) for an isolated molecule of C5H7NO.

Structure (XYZ):
```
14
C5H7NO | the OMol25 dataset | ωB97M-V with the def2-TZVPD basis set
C 1.799 1.367 -0.791
C 0.944 0.575 -0.505
C 0.661 -0.867 -0.219
C -0.515 -1.049 0.756
N -1.156 0.248 0.922
C -1.402 0.836 -0.304
O -1.474 0.181 -1.328
H 2.776 1.714 -1.004
H 1.613 -1.185 0.208
H 0.498 -1.398 -1.162
H -1.250 -1.747 0.350
H -0.182 -1.418 1.730
H -0.713 0.829 1.627
H -1.599 1.915 -0.280
```

Its spin multiplicity is 1. As for the total energy: -324.61060 Ha. For the HOMO-LUMO gap, the calculation gives 10.7 eV. As for the highest occupied orbital energy: -0.3587 hartree.

Mulliken atomic charge list, values in e, 2 entries: C -0.045; C -0.610

***

Density functional theory data (ωB97M-V with the def2-TZVPD basis set) for a 2-piece molecular cluster, C5H7NO overall.

Structure (XYZ):
```
14
C5H7NO | the OMol25 dataset | ωB97M-V with the def2-TZVPD basis set
C 0.103 1.243 -0.941
N 1.217 1.745 -1.289
C 1.216 0.528 -0.462
C 2.105 -0.031 0.524
O 1.818 -0.685 -0.749
H -0.959 1.387 -1.102
H 3.096 0.414 0.580
H 1.784 -0.582 1.408
C -2.234 -0.377 0.020
C -1.250 -0.985 0.672
H -2.711 0.519 0.412
H -2.567 -0.717 -0.959
H -0.886 -0.613 1.628
H -0.732 -1.846 0.258
```

Its spin multiplicity is 1. As for the total energy: -324.54124 Ha. For the HOMO-LUMO gap, the calculation gives 10.8 eV. As for the highest occupied orbital energy: -0.3585 hartree.

Mulliken atomic charge list, values in e, 2 entries: C -0.252; N -0.583

***

Density functional theory data (ωB97M-V with the def2-TZVPD basis set) for an isolated molecule of C5H7NO.

Structure (XYZ):
```
14
C5H7NO | the OMol25 dataset | ωB97M-V with the def2-TZVPD basis set
H -1.706 -1.991 2.330
N -1.877 -1.053 1.971
C -1.026 -0.740 1.094
C -0.809 0.591 0.485
C 0.146 0.456 -0.434
C 1.142 1.461 -0.889
C 0.297 -1.027 -0.680
O -0.037 -1.581 0.597
H -1.207 1.514 0.890
H 2.134 1.058 -0.636
H 1.125 1.662 -1.961
H 1.015 2.392 -0.330
H 1.273 -1.336 -1.066
H -0.468 -1.405 -1.372
```

Its spin multiplicity is 1. As for the total energy: -324.67827 Ha. For the HOMO-LUMO gap, the calculation gives 10.2 eV. As for the highest occupied orbital energy: -0.3448 hartree.

Mulliken atomic charge list, values in e, 2 entries: H 0.275; N -0.710

***

What did we get for relative energy (zero: lowest compared OMol25 entry of this formula, charge and spin)? Answer: 63.9; 60.7; 174.7; 71.5; 115.0; 29.0 kcal per mole, in the order shown.